{"formula": "C21H41N2O19S3", "method": "ωB97M-V with the def2-TZVPD basis set", "spin_multiplicity": 1, "charge": -1, "de_lowest_ev": 7.240, "energy_ev": -96824.2780, "gap_ev": 7.755, "symbols": ["C", "C", "C", "C", "C", "S", "O", "O", "N", "S", "O", "O", "N", "C", "S", "H", "H", "H", "H", "H", "H", "H", "H", "H", "H", "H", "C", "O", "C", "O", "O", "C", "H", "H", "H", "H", "H", "H", "C", "O", "C", "O", "O", "C", "H", "H", "H", "H", "H", "H", "C", "O", "C", "O", "O", "C", "H", "H", "H", "H", "H", "H", "C", "O", "C", "O", "O", "C", "H", "H", "H", "H", "H", "H", "C", "O", "C", "O", "O", "C", "H", "H", "H", "H", "H", "H"], "coordinates": [[-0.3466, -1.1934, 2.0274], [0.3128, -2.3331, 1.0255], [-0.3471, -3.7877, 1.5207], [1.9543, -2.3801, 1.0522], [2.6287, -2.3762, -0.4784], [2.1600, -3.9286, -1.4706], [2.3028, -5.1174, -0.4418], [0.6637, -3.8919, -1.8633], [3.2623, -4.2896, -2.7756], [3.0446, -3.2315, -4.1473], [1.5863, -3.0909, -4.6459], [3.8401, -3.8969, -5.3372], [3.7228, -1.6297, -3.9608], [2.6918, -0.7050, -4.1694], [1.5920, 0.5765, -3.7751], [0.4167, -0.7697, 2.8175], [-0.6436, -0.2852, 1.3215], [-1.3607, -1.5473, 2.5342], [-0.1323, -2.1621, -0.0636], [0.3530, -4.1524, 2.3981], [-0.2895, -4.5955, 0.6758], [-1.4375, -3.6486, 1.9573], [2.2606, -3.4235, 1.5435], [2.4203, -1.5571, 1.7535], [2.3537, -1.3824, -1.0499], [3.8071, -2.3341, -0.2964], [-1.7182, -8.2819, 0.1573], [-2.9200, -8.7233, 0.7858], [-3.2930, -7.9827, 1.8599], [-2.6991, -7.0121, 2.3029], [-4.4413, -8.5090, 2.3557], [-4.9548, -7.8258, 3.4975], [-1.5154, -8.9453, -0.6879], [-1.8346, -7.2627, -0.2252], [-0.8745, -8.3419, 0.8523], [-5.2006, -6.7885, 3.2485], [-4.2404, -7.8678, 4.3261], [-5.8730, -8.3315, 3.8091], [3.4545, 2.2044, -1.5293], [3.1839, 1.8831, -0.1663], [3.6634, 2.7860, 0.7259], [4.2802, 3.8042, 0.4547], [3.3377, 2.3596, 1.9723], [3.7818, 3.2183, 3.0209], [3.0264, 1.4155, -2.1540], [2.9835, 3.1540, -1.8030], [4.5336, 2.2396, -1.7108], [3.3238, 4.2083, 2.9292], [4.8740, 3.2939, 3.0214], [3.4670, 2.7805, 3.9723], [2.8247, 6.5983, 0.6120], [2.0825, 7.5717, 1.3441], [0.7399, 7.3756, 1.3314], [0.1531, 6.4675, 0.7640], [0.1633, 8.3649, 2.0595], [-1.2588, 8.2860, 2.1340], [3.8852, 6.8528, 0.6902], [2.6778, 5.6004, 1.0379], [2.5438, 6.6142, -0.4460], [-1.5689, 7.3558, 2.6207], [-1.7029, 8.3695, 1.1368], [-1.6125, 9.1253, 2.7393], [-3.5318, 0.5946, -8.7357], [-2.6965, -0.5594, -8.8053], [-1.7362, -0.6121, -7.8482], [-1.5478, 0.2200, -6.9747], [-1.0217, -1.7511, -8.0313], [0.0318, -1.9408, -7.0888], [-4.2624, 0.5325, -9.5469], [-4.0743, 0.6217, -7.7851], [-2.9421, 1.5068, -8.8724], [-0.3682, -2.0152, -6.0725], [0.7640, -1.1300, -7.1598], [0.5355, -2.8811, -7.3297], [-0.9283, 4.6169, 3.3971], [-2.0743, 4.9658, 4.1711], [-2.4327, 4.0335, 5.0897], [-1.8687, 2.9690, 5.2886], [-3.5273, 4.4909, 5.7484], [-4.0197, 3.6063, 6.7529], [-0.7326, 5.4330, 2.6961], [-0.0502, 4.4971, 4.0399], [-1.1148, 3.7051, 2.8206], [-3.2653, 3.4463, 7.5299], [-4.3300, 2.6542, 6.3105], [-4.8948, 4.0725, 7.2142]]}